A single C7H12ClOP molecule. Source: the Open Molecules 2025 dataset; level of theory: wB97M-V/def2-TZVPD.

spin multiplicity: 3
molecular weight: 178.599 g/mol
HOMO level (alpha / beta): -4.25 / -9.06 eV
LUMO energy (alpha / beta): 0.75 / -2.24 eV
energy: -1150.4079 a.u.
orbital gap (alpha / beta): 0.18383 / 0.25073 hartree

Each line ends with the Löwdin charge.
Geometry (Å):
Cl 3.54287 0.84490 0.84599  0.173
P 2.62504 0.33612 -0.82476  0.622
O 1.48464 -2.41105 -0.18216  -0.078
C -1.05443 0.51549 1.17091  -0.058
C -0.37049 0.80046 -0.23690  -0.584
C 1.42991 -1.12274 -0.43084  -0.445
C -1.27027 0.69155 -1.44161  -0.014
C 0.84503 0.05673 -0.36357  -0.405
C 0.32671 -3.15695 0.26231  -0.018
C 0.06626 2.22781 0.06439  -0.084
H -2.06115 1.39129 -1.38777  0.080
H -0.51205 0.68620 2.09651  0.071
H -0.54773 -2.98929 -0.21021  0.049
H 0.89701 2.37320 -0.46873  -0.004
H -0.75940 3.01835 -0.27986  0.142
H -0.79632 1.16239 -2.21963  0.068
H -2.00719 1.06971 1.32122  0.081
H -1.49910 -0.56450 1.30050  0.097
H 0.32302 -2.97446 1.39663  0.131
H -1.52141 -0.26745 -1.61167  0.052
H 0.52165 -4.16670 0.15536  0.062
H 0.33739 2.47894 1.04389  0.062

=====

A molecular structure, C7H12F4InO3. Source: the Open Molecules 2025 dataset; level of theory: wB97M-V/def2-TZVPD.

molecular weight: 334.980 g/mol
HOMO level: -5.02 eV
charge: -1
LUMO energy: 2.85 eV
energy: -1089.0639 a.u.
orbital gap: 0.28925 hartree

Each line ends with the Löwdin charge.
Geometry (Å):
In 1.53271 0.29156 0.02123  0.624
F -0.13158 -2.65926 2.96313  -0.176
F 0.76026 -0.56373 -5.11972  0.003
F -1.34289 -0.37861 -3.81810  0.020
F -0.30751 1.54262 -4.78241  -0.011
O 0.78806 0.55004 -2.92043  -0.150
O -2.86175 0.69643 3.10883  -0.046
O -0.58502 1.62095 3.27261  -0.023
C -1.60642 1.19291 2.52308  -0.304
C 0.97977 -0.60763 -2.03314  -0.298
C -0.06753 1.91524 0.38250  -0.313
C 0.30957 -2.21808 1.61654  -0.253
C -1.51349 1.26335 0.88223  -0.208
C 1.63821 -1.25144 1.67524  -0.310
C -0.01861 0.22283 -4.10608  -0.269
H 0.55175 -3.09091 0.86882  0.111
H 1.86219 -1.29343 -2.38020  0.062
H 0.01978 -1.24616 -1.83249  0.060
H 2.59112 -1.93139 1.58592  0.027
H -0.56555 -1.54382 1.16884  0.076
H 3.12859 1.15423 -0.12133  -0.108
H -0.29011 2.34370 -0.70935  0.042
H 0.31540 2.78486 1.06863  0.041
H 1.69265 -0.68345 2.71535  0.053
H -1.70945 0.18975 0.40450  0.103
H -2.82342 -0.32153 3.06550  0.130
H -2.34672 2.02099 0.50029  0.115

=====

A molecular structure, C7H12F7NO11P2SV. Source: the Open Molecules 2025 dataset; level of theory: wB97M-V/def2-TZVPD.

molecular weight: 564.114 g/mol
HOMO level: -11.75 eV
charge: +1
LUMO energy: -9.98 eV
energy: -3879.9880 a.u.
orbital gap: 0.06512 hartree

Each line ends with the Löwdin charge.
Geometry (Å):
V -2.79119 -4.82094 -2.51399  1.438
S -1.38496 3.37137 2.08738  0.577
P 0.80458 -0.59960 -1.14773  0.402
P 3.47113 -0.68843 -0.32207  0.379
F -2.13600 -1.78855 -0.56490  0.164
F 0.67720 -3.79555 1.83205  0.200
F -0.29307 -3.00366 -0.59630  0.163
F -1.79527 -1.34197 2.05635  0.182
F 0.79935 -1.72886 2.50129  0.203
F -2.15614 -3.40730 1.55330  0.185
F -0.43568 -3.14389 3.53477  0.200
O -1.76119 -5.96572 -1.89913  -0.279
O 3.95777 0.11016 -1.58803  -0.091
O 2.10616 -1.47740 -0.77345  -0.194
O -0.58682 2.84543 3.14877  -0.289
O -4.05329 -4.09619 -3.30732  -0.283
O 1.16072 0.91889 -1.06723  -0.178
O -2.75078 3.01513 2.15750  -0.240
O 0.30986 -0.98036 -2.45295  -0.175
O -1.18526 4.94853 2.10037  -0.132
O -0.25781 -0.83789 0.06591  -0.006
O 3.22574 0.27475 0.92246  -0.087
N 4.54611 -1.75025 0.04270  -0.115
C 0.00058 -2.77040 2.33375  -0.559
C -1.62540 2.58046 -0.54839  -0.192
C -1.25414 -2.43207 1.49120  -0.364
C 0.41814 1.79708 -1.96938  -0.159
C -0.62028 2.76664 0.58278  -0.225
C -0.94908 -2.02512 0.01960  -0.562
C -1.08691 1.80048 -1.78547  -0.154
H -2.50198 2.04527 -0.19362  0.108
H -1.48788 2.29908 -2.66605  0.128
H 4.92490 0.05780 -1.52538  0.104
H 0.78521 2.79791 -1.76047  0.132
H -2.00749 3.53917 -0.89322  0.122
H 4.86229 -1.60779 0.99503  0.001
H -0.37971 5.07573 2.62267  0.101
H -0.17073 1.81629 0.84684  0.085
H 0.17244 3.43952 0.26767  0.110
H 2.30059 0.34221 1.19350  0.075
H 0.68416 1.60815 -3.00267  0.131
H -1.53584 0.81186 -1.77812  0.095

=====

2 unconnected molecules or ions with the total composition C7H12FNO8S. Source: the Open Molecules 2025 dataset; level of theory: wB97M-V/def2-TZVPD.

molecular weight: 289.237 g/mol
SMILES: CNC[C@]1(O)COS(=O)(=O)O1.O=C1OC[C@@H](F)O1
HOMO level: -9.78 eV
LUMO energy: 0.31 eV
energy: -1428.6441 a.u.
orbital gap: 0.37069 hartree

Each line ends with the Löwdin charge.
Geometry (Å):
S -3.01314 2.12387 0.77872  0.580
F 2.50190 -3.86228 2.05533  0.082
O -2.51718 3.02821 -0.44903  -0.155
O -2.32347 2.58652 1.91428  -0.211
O -2.48556 0.71852 0.23457  -0.092
O 0.40094 -3.96911 1.23042  0.143
O -1.49006 -3.30120 0.19143  0.203
O -4.40215 2.04341 0.89366  -0.194
O 0.46272 -2.25723 -0.20713  0.026
O -1.23416 -0.01141 -1.52519  0.089
N 1.14808 0.77401 -0.34112  -0.097
C -1.69552 2.25681 -1.33497  -0.087
C -0.33267 -3.19109 0.38987  -0.541
C 2.17334 1.81203 -0.33861  -0.115
C -0.10102 1.18602 0.29174  -0.132
C 1.76928 -3.75350 0.92373  -0.310
C -1.32866 0.99228 -0.60393  -0.557
C 1.76614 -2.33906 0.38923  -0.055
H -0.81341 2.74829 -1.71026  0.143
H -0.73625 -0.75226 -1.13120  0.097
H 1.88186 2.72256 -0.85700  0.076
H 3.03058 1.42979 -0.87787  0.075
H 2.51793 2.03822 0.65979  0.080
H 2.54268 -2.15639 -0.34700  0.139
H 2.10063 -4.50980 0.21061  0.174
H -0.06191 2.20566 0.64834  0.123
H 1.00227 0.50089 -1.30408  0.104
H -2.35107 1.96034 -2.14277  0.143
H -0.26103 0.57538 1.17516  0.130
H 1.84890 -1.59950 1.18328  0.137

=====

A molecular structure, C7H12I2N. Source: the Open Molecules 2025 dataset; level of theory: wB97M-V/def2-TZVPD.

molecular weight: 363.988 g/mol
HOMO level: -2.87 eV
charge: -1
LUMO energy: 2.89 eV
energy: -924.0261 a.u.
orbital gap: 0.21146 hartree

Each line ends with the Löwdin charge.
Geometry (Å):
I -1.15539 1.65209 2.53842  0.605
I -4.50659 1.31287 1.14840  0.541
N -0.37108 0.33239 -0.28917  -0.072
C 0.77969 -0.18845 0.46234  -0.519
C -1.40655 0.77338 0.56459  -0.836
C 1.97500 -0.34010 -0.61855  -0.229
C -3.02102 0.05488 -1.38700  -0.205
C 2.91465 0.94441 -0.42319  -0.146
C 0.56552 -1.62952 1.11222  -0.103
C -2.73439 0.65778 0.06100  -0.804
H 3.63647 0.68733 0.41937  0.065
H 1.34264 -1.74668 1.94385  0.070
H 1.51764 -0.22268 -1.65500  0.096
H 2.51856 -1.32030 -0.51349  0.084
H -4.01637 -0.48423 -1.33028  0.033
H -3.11913 0.89320 -2.14757  0.064
H 1.18691 0.50219 1.26173  0.055
H 3.44923 1.24458 -1.37474  0.056
H -2.22448 -0.69314 -1.64998  0.055
H 0.83796 -2.43640 0.35352  0.061
H -0.45889 -1.79899 1.55136  0.063
H 2.28963 1.80542 -0.02780  0.069

=====

A single C7H12IN3O molecule. Source: the Open Molecules 2025 dataset; level of theory: wB97M-V/def2-TZVPD.

molecular weight: 281.097 g/mol
relative energy (zero: lowest compared OMol25 entry of this formula, charge and spin): 19.4 kcal per mole
SMILES: [H]/N=c1/n(I)cc(O)n1CC(C)C
HOMO level: -6.94 eV
LUMO energy: 0.09 eV
energy: -811.0358 a.u.
orbital gap: 0.25846 hartree

Each line ends with the Löwdin charge.
Geometry (Å):
I -5.66249 -0.28332 -0.35886  0.900
O -1.41737 2.81113 0.38902  0.094
N -1.78306 0.46588 0.69565  0.022
N -3.07778 -1.60044 0.85346  0.113
N -3.98132 0.42960 0.46708  -0.523
C -0.48400 -0.01392 0.87873  -0.174
C -2.17310 1.71291 0.46319  -0.397
C 1.36058 -1.34266 -0.27265  -0.095
C -3.51497 1.74108 0.31340  -0.124
C 0.05933 -0.59714 -0.33461  -0.448
C -2.89669 -0.38427 0.76843  -0.540
C 0.25317 0.41213 -1.48138  -0.053
H 1.12940 1.09686 -1.26191  0.112
H -4.18233 2.54186 -0.07817  0.119
H -0.51324 2.72931 0.75788  0.123
H -0.42468 -0.66263 1.80325  0.161
H 2.23703 -0.99684 0.57863  0.156
H -2.33480 -2.19899 1.10310  0.027
H 0.33706 -0.25517 -2.41114  0.114
H 1.79999 -1.44132 -1.28919  0.077
H -0.54304 1.02397 -1.63380  0.023
H 0.09864 0.80814 1.27747  0.127
H 1.12948 -2.34159 0.02239  0.049
H -0.70537 -1.31894 -0.63257  0.138

=====

molecular weight of number 3 (C7H12F7NO11P2SV)? 564.114 g/mol